Density functional theory data (the ωB97M-V functional and the def2-TZVPD basis) for a cluster of 6 separate species, C46H84ClF4IN2O17S2 in total at a distorted geometry.

Summary:
- total energy (Eh) = -5145.1312
- HOMO-LUMO gap (Ha) = 0.3197
- max |F| (eV/Å) = 7.18
- SMILES string = CC[C@H](I)[C@](C[C@H](C)F)(O[C@@H](CCCCS(=O)(=O)O)CCSc1nnco1)[C@@H](CCO)O[C@@H](CCCCl)CCC(F)(F)F.CCOC(C)=O.CCOC(C)=O.CCOC(C)=O.CCOC(C)=O.CCOC(C)=O
- HOMO (hartree) = -0.321
- E_LUMO (eV) = -0.044

Structure (ORCA input):
```
! wB97M-V def2-TZVPD RIJCOSX def2/J DEFGRID3
* xyz 0 1
C -5.5799 2.8723 -2.8392
C -4.0210 3.3319 -2.9630
C -3.0725 2.5227 -1.9127
I -3.6541 3.2473 0.0472
C -1.5257 2.5464 -2.3298
C -0.9174 4.0691 -2.4060
C -0.8647 4.9650 -1.1437
C 0.1189 6.2335 -1.4513
F -0.4413 4.4380 0.1109
O -1.4034 2.2412 -3.7126
C -1.5516 1.0502 -4.3839
C -0.3174 -0.0245 -4.4200
C 0.8806 0.4448 -5.4073
C 1.6844 -0.9302 -5.7677
C 2.2637 -1.6532 -4.4252
S 1.5796 -3.3426 -4.1299
O 1.8696 -4.3343 -5.2321
O 2.2913 -3.8685 -2.8924
O -0.0624 -3.3273 -3.6966
C -2.9008 0.1388 -4.1995
C -3.3567 -0.5371 -5.6157
S -5.1864 -0.7966 -5.7623
C -5.9943 -0.8497 -4.1193
N -7.2465 -0.1333 -4.0732
N -7.7090 -0.2441 -2.7766
C -6.7375 -1.0218 -2.0745
O -5.6399 -1.4546 -2.8957
C -0.5822 1.5355 -1.4792
C 0.9745 1.6225 -1.8194
C 1.8528 2.7346 -1.1205
O 1.9273 2.7151 0.3211
O -0.7575 1.5633 -0.0542
C -0.5859 0.2833 0.5748
C 0.5743 0.2758 1.7202
C 0.6885 -1.1753 2.4562
C 0.2246 -1.1164 4.0098
Cl -0.7872 -2.6277 4.3212
C -1.9497 -0.1322 1.3548
C -2.4996 -1.5900 0.9958
C -3.1496 -1.7283 -0.4559
F -2.0950 -1.7971 -1.4005
F -3.8418 -2.9717 -0.5446
F -4.0442 -0.6527 -0.6569
H -6.1642 3.5372 -3.5797
H -5.6477 1.7887 -3.1916
H -6.0199 3.0655 -1.8092
H -3.9428 4.4492 -2.7248
H -3.7440 3.1431 -4.0509
H -3.3768 1.4075 -1.8684
H -1.5890 4.5789 -3.1991
H 0.1018 3.9637 -2.9403
H -1.8938 5.4599 -0.9693
H -0.3108 7.0955 -0.8147
H -0.0187 6.5020 -2.5530
H 1.1959 6.0351 -1.1434
H -1.6282 1.3178 -5.5191
H -0.7535 -0.9646 -4.9365
H 0.0293 -0.3707 -3.4010
H 1.6513 1.1155 -4.9041
H 0.4683 0.9089 -6.3700
H 2.5303 -0.7671 -6.5101
H 0.8851 -1.6621 -6.1708
H 3.4078 -1.7792 -4.5022
H 2.0774 -1.0453 -3.4772
H -0.5788 -3.6532 -4.4708
H -2.6306 -0.7343 -3.5205
H -3.8043 0.7456 -3.8678
H -3.0439 0.0945 -6.5211
H -2.7985 -1.5405 -5.7410
H -6.8003 -1.2852 -0.9744
H -1.0077 0.4968 -1.7827
H 1.4321 0.5878 -1.6147
H 1.0477 1.8357 -2.9545
H 2.9413 2.5710 -1.4947
H 1.6211 3.8220 -1.4300
H 2.2629 3.6085 0.5689
H -0.3107 -0.5829 -0.1123
H 1.5575 0.3485 1.1165
H 0.4746 1.1393 2.4552
H 0.2052 -2.0167 1.8625
H 1.8142 -1.4355 2.4993
H 1.1704 -1.2014 4.6657
H -0.2912 -0.1358 4.2391
H -2.8157 0.6020 1.1392
H -1.8228 -0.0947 2.5017
H -3.3521 -1.8134 1.7442
H -1.7567 -2.4435 1.1111
O 3.6032 1.0136 4.7998
C 3.4136 2.2001 4.9520
O 2.1603 2.6784 5.0181
C 1.8251 4.0242 5.3867
C 1.8848 4.9475 4.1852
C 4.5647 3.1660 4.9764
H 2.4453 4.3708 6.2150
H 0.8011 3.9917 5.7628
H 2.8929 4.9989 3.7664
H 1.5733 5.9572 4.4603
H 1.2304 4.5805 3.3897
H 4.8421 3.4190 3.9523
H 5.4110 2.6821 5.4691
H 4.3644 4.0752 5.5391
O 2.3055 -1.3034 -8.9615
C 2.9143 -2.3497 -8.9160
O 4.1324 -2.3958 -8.3479
C 4.8486 -3.6085 -8.0698
C 5.6320 -4.0690 -9.2827
C 2.3674 -3.5870 -9.5696
H 4.1789 -4.3802 -7.6841
H 5.5453 -3.3738 -7.2619
H 4.9735 -4.3019 -10.1225
H 6.2184 -4.9590 -9.0466
H 6.3086 -3.2801 -9.6211
H 2.6204 -3.5738 -10.6304
H 1.2807 -3.5842 -9.4591
H 2.7162 -4.5135 -9.1192
O 1.3903 2.7697 8.0017
C 1.2017 1.6065 8.2817
O 1.7859 1.0689 9.3678
C 1.4780 -0.2312 9.8883
C 2.2855 -1.3044 9.1856
C 0.3946 0.7246 7.3747
H 0.4034 -0.4239 9.8535
H 1.7531 -0.2106 10.9454
H 2.0520 -1.3509 8.1197
H 2.0882 -2.2842 9.6254
H 3.3542 -1.0903 9.2658
H 1.0355 0.3515 6.5743
H -0.4124 1.3206 6.9421
H -0.0846 -0.1100 7.8820
O 3.3204 -2.6850 4.2521
C 3.9383 -3.4887 3.5925
O 4.4556 -3.1293 2.4032
C 5.3589 -3.9379 1.6371
C 4.6043 -4.9247 0.7685
C 4.0597 -4.9188 4.0385
H 6.0951 -4.4229 2.2821
H 5.9161 -3.2506 0.9964
H 4.0199 -5.6250 1.3695
H 5.2956 -5.4969 0.1465
H 3.8985 -4.3994 0.1200
H 3.1675 -5.4665 3.7325
H 4.1357 -4.9353 5.1280
H 4.9479 -5.4231 3.6641
O -2.1003 0.2221 4.8337
C -3.2955 0.0268 4.7649
O -4.1567 1.0389 4.9674
C -5.5678 0.9603 4.7216
C -6.2980 0.3832 5.9178
C -3.8343 -1.3595 4.5473
H -5.7759 0.4143 3.7988
H -5.9069 1.9854 4.5559
H -5.9785 -0.6397 6.1291
H -7.3760 0.3796 5.7454
H -6.0858 0.9720 6.8137
H -3.8792 -1.8807 5.5043
H -3.1537 -1.8937 3.8775
H -4.8116 -1.3825 4.0688
*
```